1:
Below is a cluster of 8 separate species, H16O8 in total, with properties calculated with ωB97M-V with the def2-TZVPD basis set.

```
24
H16O8 ωB97M-V with the def2-TZVPD basis set
O -3.091 2.967 -0.898
H -2.205 3.046 -1.249
H -2.983 3.056 0.049
O 1.545 5.426 -1.778
H 1.959 4.890 -1.102
H 1.040 6.077 -1.292
O -4.142 -3.828 0.545
H -3.557 -3.894 1.300
H -4.582 -4.677 0.506
O 1.530 2.932 1.875
H 1.642 3.108 2.809
H 2.394 3.092 1.495
O 0.420 -0.401 0.104
H 0.539 0.517 0.346
H -0.291 -0.707 0.668
O -1.921 -3.653 3.927
H -1.874 -2.782 4.322
H -1.622 -4.245 4.617
O 2.842 0.013 -4.433
H 2.384 0.559 -3.794
H 2.690 0.447 -5.272
O 2.686 -4.212 -0.734
H 1.823 -3.940 -0.421
H 2.776 -3.790 -1.588
```

Summary:
Structure (SMILES): O.O.O.O.O.O.O.O
LUMO level: -0.002 Eh
HOMO: -11.2 eV
Charge: 0
Gap between HOMO and LUMO: 11.1 eV

Löwdin atomic charge list, values in e, 8 entries: atom 1 (O): -0.051, atom 2 (H): 0.025, atom 3 (H): 0.026, atom 4 (O): -0.050, atom 5 (H): 0.018, atom 6 (H): 0.031, atom 7 (O): -0.054, atom 8 (H): 0.016

---

2:
Below is a cluster of 8 separate species, H16O8 in total, with properties calculated with ωB97M-V with the def2-TZVPD basis set.

```
24
H16O8 ωB97M-V with the def2-TZVPD basis set
O -0.391 1.717 1.669
H -0.339 2.273 2.409
H -0.138 0.864 2.014
O 1.930 -1.355 -2.588
H 1.039 -1.669 -2.897
H 1.857 -0.488 -2.226
O -1.691 0.041 -0.943
H -2.388 0.465 -0.489
H -2.093 -0.520 -1.616
O -1.729 2.196 -2.421
H -2.524 2.609 -2.139
H -1.655 1.509 -1.751
O -1.997 -1.347 1.474
H -1.515 -1.508 0.662
H -2.901 -1.388 1.191
O 0.948 -2.085 0.764
H 0.721 -2.661 0.053
H 0.967 -1.232 0.274
O 2.768 0.343 2.576
H 3.164 -0.169 1.873
H 3.438 0.887 2.918
O 1.066 0.215 -0.397
H 0.155 0.351 -0.571
H 1.308 0.951 0.164
```

Summary:
Structure (SMILES): O.O.O.O.O.O.O.O
LUMO level: -0.009 Eh
HOMO: -10.6 eV
Charge: 0
Gap between HOMO and LUMO: 10.4 eV

Löwdin atomic charge list, values in e, 8 entries: atom 1 (O): -0.020, atom 2 (H): 0.017, atom 3 (H): 0.031, atom 4 (O): -0.065, atom 5 (H): 0.058, atom 6 (H): -0.015, atom 7 (O): -0.021, atom 8 (H): 0.057

---

3:
Below is a cluster of 8 separate species, H16O8 in total, with properties calculated with ωB97M-V with the def2-TZVPD basis set.

```
24
H16O8 ωB97M-V with the def2-TZVPD basis set
O 0.179 -0.092 0.005
H -0.292 -0.383 -0.784
H 0.553 -0.903 0.367
O -1.555 0.825 2.320
H -2.069 1.527 1.904
H -2.186 0.387 2.902
O 4.343 0.296 -1.369
H 4.975 0.953 -1.683
H 3.504 0.769 -1.346
O -3.740 2.911 -1.478
H -3.622 2.274 -2.192
H -3.253 3.688 -1.774
O 1.539 -1.871 -2.320
H 0.576 -1.843 -2.331
H 1.748 -2.477 -1.601
O -4.031 -1.268 -0.420
H -4.384 -1.703 0.365
H -4.755 -1.309 -1.055
O 3.903 2.231 1.218
H 3.411 1.540 1.674
H 4.732 2.291 1.707
O 0.367 -2.381 1.738
H 0.040 -3.265 1.538
H 0.018 -2.196 2.617
```

Summary:
Structure (SMILES): O.O.O.O.O.O.O.O
LUMO level: 0.008 Eh
HOMO: -10.2 eV
Charge: 0
Gap between HOMO and LUMO: 10.5 eV

Löwdin atomic charge list, values in e, 8 entries: atom 1 (O): -0.067, atom 2 (H): 0.019, atom 3 (H): -0.014, atom 4 (O): -0.062, atom 5 (H): 0.036, atom 6 (H): 0.026, atom 7 (O): -0.070, atom 8 (H): 0.029

---

4:
Below is a cluster of 8 separate species, H16O8 in total, with properties calculated with ωB97M-V with the def2-TZVPD basis set.

```
24
H16O8 ωB97M-V with the def2-TZVPD basis set
O 3.293 0.689 0.255
H 3.376 0.994 -0.649
H 3.129 1.484 0.762
O 0.520 0.076 -0.366
H 1.152 -0.512 0.046
H -0.334 -0.281 -0.121
O -0.300 2.632 -0.583
H -0.751 2.947 0.201
H -0.035 1.739 -0.365
O -1.363 -1.352 0.819
H -1.429 -2.244 0.477
H -1.151 -1.465 1.745
O -2.736 0.786 1.621
H -1.968 0.252 1.418
H -3.446 0.385 1.119
O -3.820 -1.059 -0.358
H -2.883 -1.184 -0.209
H -4.234 -1.371 0.447
O 2.928 -1.933 0.914
H 3.052 -1.043 0.586
H 3.772 -2.362 0.771
O 1.382 1.132 -2.992
H 1.380 0.496 -2.278
H 0.466 1.194 -3.262
```

Summary:
Structure (SMILES): O.O.O.O.O.O.O.O
LUMO level: -0.010 Eh
HOMO: -10.6 eV
Charge: 0
Gap between HOMO and LUMO: 10.4 eV

Löwdin atomic charge list, values in e, 8 entries: atom 1 (O): -0.024, atom 2 (H): 0.064, atom 3 (H): 0.072, atom 4 (O): -0.053, atom 5 (H): 0.029, atom 6 (H): 0.011, atom 7 (O): -0.062, atom 8 (H): 0.026

---

Need the numbers? Relative energies in eV: 1 0.441; 2 0.232; 3 0.598; 4 0.000.

---

1:
Below is a cluster of 8 separate species, H16O8 in total, with properties calculated with ωB97M-V with the def2-TZVPD basis set.

```
24
H16O8 ωB97M-V with the def2-TZVPD basis set
O 22.917 7.180 32.295
H 22.221 6.977 31.670
H 23.722 7.138 31.779
O 24.033 12.302 31.810
H 23.153 12.498 31.487
H 23.905 11.590 32.437
O 27.394 17.582 31.404
H 27.077 16.679 31.398
H 28.288 17.525 31.066
O 27.390 14.505 35.868
H 28.005 14.386 36.592
H 27.850 14.156 35.104
O 23.059 15.902 35.860
H 22.839 16.241 34.993
H 23.767 15.278 35.702
O 28.601 12.506 31.538
H 29.038 12.025 30.835
H 27.673 12.299 31.430
O 19.716 13.017 31.072
H 19.247 13.846 30.973
H 19.287 12.586 31.811
O 19.943 10.413 26.705
H 19.833 10.670 27.620
H 19.062 10.180 26.413
```

Summary:
Structure (SMILES): O.O.O.O.O.O.O.O
LUMO level: 0.009 Eh
HOMO: -11.2 eV
Charge: 0
Gap between HOMO and LUMO: 11.5 eV

Löwdin atomic charge list, values in e, 8 entries: atom 1 (O): -0.055, atom 2 (H): 0.028, atom 3 (H): 0.028, atom 4 (O): -0.055, atom 5 (H): 0.024, atom 6 (H): 0.029, atom 7 (O): -0.054, atom 8 (H): 0.026

---

2:
Below is a cluster of 8 separate species, H16O8 in total, with properties calculated with ωB97M-V with the def2-TZVPD basis set.

```
24
H16O8 ωB97M-V with the def2-TZVPD basis set
O 0.419 -0.633 0.378
H -0.069 -1.355 0.061
H 0.599 -0.225 -0.510
O 2.789 0.214 2.178
H 2.677 1.181 2.061
H 2.194 -0.237 1.562
O 1.436 0.276 -2.139
H 2.307 0.629 -1.840
H 1.616 -0.126 -2.957
O -1.232 -2.583 -0.830
H -1.899 -1.869 -0.775
H -0.935 -2.600 -1.753
O -0.420 1.223 2.233
H -0.207 0.573 1.584
H -0.027 0.803 2.995
O -1.649 -2.260 3.076
H -0.847 -2.371 2.690
H -2.080 -2.905 2.543
O -0.744 3.004 -0.358
H -0.487 2.493 -1.127
H -1.629 2.640 -0.223
O -0.820 1.585 -2.693
H -0.978 1.478 -3.630
H -0.014 1.065 -2.526
```

Summary:
Structure (SMILES): O.O.O.O.O.O.O.O
LUMO level: -0.022 Eh
HOMO: -10.2 eV
Charge: 0
Gap between HOMO and LUMO: 9.6 eV

Löwdin atomic charge list, values in e, 8 entries: atom 1 (O): -0.047, atom 2 (H): -0.029, atom 3 (H): 0.044, atom 4 (O): -0.079, atom 5 (H): 0.051, atom 6 (H): -0.009, atom 7 (O): -0.019, atom 8 (H): 0.123

---

Need the numbers? Relative energies in eV: 1 0.114; 2 0.000.

---

1:
Below is a cluster of 8 separate species, H16O8 in total, with properties calculated with ωB97M-V with the def2-TZVPD basis set.

```
24
H16O8 ωB97M-V with the def2-TZVPD basis set
O -2.213 1.620 1.895
H -1.674 1.982 2.598
H -1.599 1.127 1.351
O 2.397 2.393 -0.988
H 1.613 2.179 -1.495
H 2.767 3.157 -1.429
O -0.814 2.221 -1.890
H -0.961 1.890 -1.004
H -0.909 1.452 -2.452
O -0.436 0.336 0.326
H -0.552 -0.576 0.595
H 0.374 0.334 -0.184
O 1.386 -1.443 -1.615
H 2.126 -1.073 -2.097
H 1.420 -2.380 -1.806
O -0.374 -2.738 1.620
H -0.690 -2.800 2.521
H 0.378 -3.329 1.588
O -0.889 -0.447 -2.725
H -0.098 -0.843 -2.359
H -0.837 -0.631 -3.663
O 0.045 -0.633 4.033
H -0.879 -0.876 3.979
H 0.418 -0.923 3.200
```

Summary:
Structure (SMILES): O.O.O.O.O.O.O.O
LUMO level: -0.009 Eh
HOMO: -10.5 eV
Charge: 0
Gap between HOMO and LUMO: 10.3 eV

Löwdin atomic charge list, values in e, 8 entries: atom 1 (O): -0.062, atom 2 (H): 0.028, atom 3 (H): -0.042, atom 4 (O): -0.057, atom 5 (H): -0.005, atom 6 (H): 0.033, atom 7 (O): -0.055, atom 8 (H): 0.004

---

2:
Below is a cluster of 8 separate species, H16O8 in total, with properties calculated with ωB97M-V with the def2-TZVPD basis set.

```
24
H16O8 ωB97M-V with the def2-TZVPD basis set
O 0.039 0.458 1.434
H 0.770 0.533 0.733
H 0.244 1.212 1.996
O 1.269 -2.231 0.025
H 1.178 -2.857 -0.633
H 0.678 -2.667 0.672
O 3.140 -0.173 -0.253
H 2.376 0.289 0.217
H 3.160 -1.098 -0.045
O -1.974 -0.232 -2.407
H -1.783 0.650 -2.745
H -1.101 -0.476 -1.912
O -2.745 -2.374 3.001
H -2.551 -3.042 3.577
H -3.617 -2.041 3.348
O 3.009 3.425 1.389
H 2.861 3.124 2.309
H 2.242 3.842 1.059
O -4.001 2.857 -1.030
H -4.964 2.736 -0.902
H -3.507 2.324 -0.334
O 1.407 -1.752 -2.448
H 1.676 -1.037 -1.777
H 1.174 -1.323 -3.258
```

Summary:
Structure (SMILES): O.O.O.O.O.O.O.O
LUMO level: 0.002 Eh
HOMO: -11.1 eV
Charge: 0
Gap between HOMO and LUMO: 11.2 eV

Löwdin atomic charge list, values in e, 8 entries: atom 1 (O): -0.067, atom 2 (H): 0.038, atom 3 (H): 0.025, atom 4 (O): -0.047, atom 5 (H): -0.007, atom 6 (H): 0.081, atom 7 (O): -0.066, atom 8 (H): 0.039

---

3:
Below is a cluster of 8 separate species, H16O8 in total, with properties calculated with ωB97M-V with the def2-TZVPD basis set.

```
24
H16O8 ωB97M-V with the def2-TZVPD basis set
O 1.263 -1.096 -3.069
H 1.641 -1.840 -3.526
H 0.343 -1.256 -3.215
O -0.322 -0.001 -0.183
H 0.344 0.389 -0.760
H -0.738 0.776 0.233
O -2.429 -0.520 2.571
H -2.320 0.244 1.956
H -3.275 -0.334 2.934
O 2.311 -1.445 -0.312
H 2.794 -2.258 -0.484
H 1.994 -1.193 -1.153
O 1.020 -0.042 2.328
H 0.602 -0.325 1.486
H 1.242 0.903 2.279
O -1.702 -2.374 -1.003
H -1.123 -1.589 -0.937
H -2.325 -2.429 -0.259
O 1.628 1.948 -0.953
H 1.259 2.836 -0.894
H 2.509 2.070 -1.238
O -1.620 2.125 1.232
H -1.822 2.961 0.905
H -1.279 2.456 2.056
```

Summary:
Structure (SMILES): O.O.O.O.O.O.O.O
LUMO level: -0.007 Eh
HOMO: -10.0 eV
Charge: 0
Gap between HOMO and LUMO: 9.9 eV

Löwdin atomic charge list, values in e, 8 entries: atom 1 (O): -0.021, atom 2 (H): 0.048, atom 3 (H): 0.039, atom 4 (O): -0.073, atom 5 (H): 0.013, atom 6 (H): 0.015, atom 7 (O): -0.049, atom 8 (H): 0.012

---

4:
Below is a cluster of 8 separate species, H16O8 in total, with properties calculated with ωB97M-V with the def2-TZVPD basis set.

```
24
H16O8 ωB97M-V with the def2-TZVPD basis set
O 0.911 0.004 -3.497
H 1.449 0.533 -4.064
H 0.378 0.548 -2.923
O -0.079 1.355 2.801
H -0.960 0.999 2.593
H 0.591 1.164 2.157
O -0.244 1.598 -1.539
H 0.004 0.839 -0.989
H -1.229 1.649 -1.452
O -1.884 -0.243 1.573
H -2.301 0.000 0.753
H -2.557 -0.337 2.272
O 2.222 1.705 1.379
H 2.389 2.637 1.183
H 2.675 1.403 2.154
O -0.722 -1.838 -2.621
H -0.181 -1.246 -3.088
H -0.945 -2.440 -3.277
O 0.598 -0.321 0.136
H 1.130 -0.562 -0.587
H 1.280 0.123 0.638
O -1.032 -2.856 2.041
H -0.458 -2.673 2.753
H -1.042 -2.030 1.611
```

Summary:
Structure (SMILES): O.O.O.O.O.O.O.O
LUMO level: 0.008 Eh
HOMO: -10.6 eV
Charge: 0
Gap between HOMO and LUMO: 10.9 eV

Löwdin atomic charge list, values in e, 8 entries: atom 1 (O): -0.040, atom 2 (H): 0.050, atom 3 (H): -0.008, atom 4 (O): -0.075, atom 5 (H): 0.002, atom 6 (H): -0.047, atom 7 (O): -0.073, atom 8 (H): -0.020

---

Need the numbers? Relative energies in eV: 1 0.000; 2 1.530; 3 0.419; 4 0.502.